{
  "formula": "C16H14FeN2O6",
  "method": "the ωB97M-V functional and the def2-TZVPD basis",
  "lumo_energy_ha": [0.0121, -0.1138],
  "multiplicity": 5,
  "orbital_gap_ev": [6.4, 6.1],
  "energy_ha": -2442.59425,
  "homo_ev": [-6.02, -9.15],
  "elements": ["O", "C", "Fe", "C", "O", "C", "O", "C", "C", "C", "C", "C", "C", "C", "H", "H", "H", "H", "H", "H", "H", "C", "N", "C", "O", "C", "C", "O", "N", "C", "C", "O", "H", "H", "H", "H", "H", "H", "H"],
  "positions_angstrom": [[4.0503, 3.8715, 2.2345], [3.2391, 3.1226, 1.8732], [2.0533, 1.8262, 1.7061], [3.3368, 0.5419, 1.7220], [4.1187, -0.2858, 1.9408], [1.9352, 1.6383, 3.4600], [2.2390, 1.6624, 4.5818], [-0.1371, 0.0677, 1.3020], [-1.0089, 0.9441, 1.9249], [-0.7734, 2.2836, 2.1274], [0.4172, 2.9781, 1.7343], [0.9270, 2.9306, 0.3782], [1.0531, 1.7053, -0.2362], [0.9891, 0.4975, 0.5436], [-0.2514, -1.0200, 1.4516], [-1.9571, 0.5342, 2.2891], [-1.5408, 2.8576, 2.6597], [0.6579, 3.8646, 2.3484], [1.2443, 3.8650, -0.0942], [1.3637, 1.6155, -1.2803], [1.6113, -0.3420, 0.1775], [-0.0801, -4.2123, -1.7177], [-0.7623, -2.9621, -1.5239], [-1.1576, -2.6398, -0.2028], [-0.7314, -3.3602, 0.7219], [-1.9719, -1.5015, -0.0518], [-2.1921, -0.5939, -1.1022], [-2.7499, 0.5164, -1.0167], [-1.6947, -0.9789, -2.3715], [-2.0362, -0.1318, -3.4842], [-1.0124, -2.1729, -2.6530], [-0.6459, -2.4832, -3.7867], [0.1529, -4.3048, -2.7751], [0.8302, -4.2374, -1.1115], [-0.7215, -5.0416, -1.4020], [-2.4196, -1.2994, 0.9103], [-1.6424, -0.5955, -4.3875], [-3.1265, -0.0267, -3.5545], [-1.6059, 0.8666, -3.3354]],
  "forces_ev_per_a": [[-1.6, -1.3, -1.0], [2.7, 2.4, 1.1], [1.8, -1.7, -0.8], [1.9, -2.2, 0.7], [-1.5, 1.8, -0.6], [1.0, -0.1, 5.0], [-1.0, -0.1, -2.2], [0.6, -0.3, 0.4], [-1.0, -0.5, 0.0], [-0.1, 0.5, 0.2], [-1.5, 2.0, 0.6], [-0.2, 0.0, -0.1], [-0.5, 0.6, -1.9], [0.2, -1.9, -0.7], [0.2, 0.8, 0.1], [0.3, 0.2, 0.0], [0.4, -0.2, 0.1], [-0.6, -0.1, -0.9], [-0.1, -0.3, 0.0], [0.2, 0.2, 0.3], [-0.6, 0.5, -0.1], [0.5, -0.7, 0.1], [-0.6, 0.8, 0.2], [2.0, -2.6, -0.2], [-1.1, 1.3, -1.1], [-0.9, 0.2, 1.3], [-0.4, 2.3, -2.3], [0.6, -1.9, 0.4], [0.0, -0.7, 0.6], [-0.2, 0.6, -0.5], [0.1, 0.1, -0.5], [-0.6, 0.4, 1.8], [0.0, 0.0, 0.1], [-0.1, 0.0, -0.2], [0.1, 0.1, 0.0], [0.0, 0.0, -0.1], [-0.1, 0.2, 0.1], [0.3, 0.0, 0.0], [-0.1, -0.2, -0.1]],
  "lowdin_charge": [0.142, -0.126, 0.123, -0.091, 0.154, -0.114, 0.151, -0.108, -0.104, -0.072, -0.246, -0.141, -0.125, -0.213, 0.103, 0.112, 0.116, 0.124, 0.133, 0.121, 0.118, -0.016, 0.015, -0.394, 0.081, 0.133, -0.385, 0.092, 0.015, -0.018, -0.391, 0.078, 0.089, 0.102, 0.106, 0.138, 0.089, 0.105, 0.102]
}